69
Properties=species:S:1:pos:R:3:lowdin_charge:R:1 method="wB97M-V/def2-TZVPD" orbital_gap_ev=7.294 total_charge=+1 multiplicity=1
C 3.6533 0.6553 4.2141 -0.066
C 4.6900 -0.2084 3.3433 -0.229
O 3.9958 -1.3005 2.7239 -0.149
C 3.8113 -1.1091 1.3335 -0.174
C 2.6559 -0.0584 0.9982 -0.105
O 2.8096 0.2542 -0.4124 -0.047
N 1.6011 0.2762 -1.0574 -0.050
C 1.0841 1.4523 -1.3909 -0.269
N -0.1008 1.5473 -2.1073 0.073
C -1.2884 1.9855 -1.3346 -0.215
C -2.6579 1.8776 -2.1064 -0.122
C -3.7788 1.7926 -0.9976 -0.217
C -4.1601 0.4529 -0.5560 -0.059
C -5.1591 0.3005 0.4975 -0.068
C -5.7261 1.5106 1.0722 -0.086
C -5.3795 2.8666 0.6408 -0.059
C -4.3700 3.0080 -0.4245 -0.025
N 1.8638 2.6042 -1.0409 -0.043
P 2.0918 3.7425 -2.3621 0.410
S 0.5074 4.6572 -2.9819 0.224
B 1.4880 3.2430 0.2408 -0.751
O 2.3699 4.2593 0.7303 0.107
O 0.3653 2.9507 1.0232 0.019
C 0.6801 2.3801 2.3073 -0.054
C 0.9996 -1.0346 -1.3689 -0.551
Br -0.8095 -1.3084 -0.6409 0.849
C 1.1316 -1.4060 -2.9329 -0.219
C -0.1492 -2.0955 -3.5352 -0.141
H 3.9958 0.7111 5.2752 0.078
H 2.6366 0.1816 4.1460 0.082
H 3.5833 1.6765 3.7594 0.058
H 5.1589 0.5106 2.6228 0.119
H 5.4927 -0.5553 4.0381 0.124
H 4.7495 -0.6507 0.8931 0.137
H 3.6419 -2.0573 0.7591 0.134
H 1.6395 -0.4535 1.2696 0.132
H 2.9115 0.8622 1.5862 0.113
H -0.2720 0.7687 -2.7430 0.112
H -1.4114 1.4606 -0.3473 0.091
H -1.1530 3.0733 -1.0708 0.105
H -2.7203 1.0377 -2.8431 0.115
H -2.8723 2.8327 -2.6684 0.120
H -3.6649 -0.4325 -1.0219 0.078
H -5.4016 -0.7346 0.8282 0.102
H -6.4811 1.3817 1.8850 0.099
H -5.8264 3.7624 1.1193 0.100
H -4.0708 4.0321 -0.7649 0.111
H 2.8358 3.0563 -3.3659 0.008
H 2.9778 4.7405 -1.8406 0.016
H 1.9873 5.1023 0.4073 0.119
H -0.0129 2.7915 3.0900 0.117
H 1.7326 2.5467 2.6476 0.082
H 0.5081 1.2640 2.3093 0.094
H 1.6369 -1.8069 -0.8572 0.113
H 1.4491 -0.4822 -3.4951 0.115
H 1.9870 -2.1303 -3.0504 0.122
H -0.9281 -1.3200 -3.7462 0.068
H -0.5210 -2.9735 -2.9536 0.064
H 0.1560 -2.5017 -4.5448 0.094
C -1.4336 -7.0785 -0.1698 -0.268
S -2.5009 -5.6405 0.0235 0.812
O -2.2300 -4.7261 -1.1241 -0.585
C -1.6522 -4.9640 1.4636 -0.276
H -1.7627 -7.6334 -1.0479 0.053
H -0.3995 -6.7597 -0.3095 0.057
H -1.5160 -7.7159 0.7114 0.056
H -0.6045 -4.7762 1.2233 0.051
H -1.7278 -5.6680 2.2932 0.056
H -2.1367 -4.0274 1.7378 0.044

***

77
Properties=species:S:1:pos:R:3:lowdin_charge:R:1 method="wB97M-V/def2-TZVPD" smiles=ClC(Cl)Cl.BrCCBr.BrCCBr.BrCCBr.BrCCBr.BrCCBr.BrCCBr.BrCCBr.BrCCBr.BrCCBr orbital_gap_ev=10.026 total_charge=0 multiplicity=1
Cl -1.9990 2.6322 3.6141 0.508
C -3.5323 1.7907 3.8221 -1.567
Cl -4.8996 2.8901 3.6482 0.526
Cl -3.5768 0.9923 5.4018 0.517
H -3.6168 1.0179 3.0743 -0.068
Br 4.0597 -1.9896 0.0493 0.635
C 3.5122 -3.0682 1.5946 -0.685
C 4.0275 -2.4124 2.8325 -0.711
Br 4.0833 -3.7567 4.2357 0.641
H 3.8320 -4.0861 1.4158 0.045
H 2.4286 -3.1121 1.5252 0.043
H 3.3329 -1.6510 3.1672 0.048
H 4.9846 -1.9301 2.6785 0.047
Br 4.1656 5.6078 -3.1325 0.617
C 4.2096 3.6960 -2.7884 -0.722
C 3.7767 3.4799 -1.3717 -0.695
Br 4.0085 1.5906 -0.9155 0.600
H 5.2332 3.3802 -2.9537 0.051
H 3.5661 3.1971 -3.5023 0.004
H 2.7245 3.7131 -1.2202 0.017
H 4.3196 4.0572 -0.6330 0.054
Br -4.4183 -3.5669 -0.2731 0.712
C -5.5593 -2.8452 1.1299 -0.670
C -5.4715 -1.3670 1.0857 -0.724
Br -6.4592 -0.5925 2.5820 0.651
H -5.1679 -3.2816 2.0411 0.056
H -6.5820 -3.1819 1.0086 0.064
H -5.8888 -0.9886 0.1557 0.044
H -4.4878 -0.9303 1.1958 -0.024
Br -2.3821 4.9398 -1.9158 0.632
C -1.4263 3.3911 -2.5920 -0.742
C -0.8983 3.6689 -3.9476 -0.713
Br 0.6912 4.8040 -3.8513 0.619
H -2.1669 2.5931 -2.6518 -0.018
H -0.6489 3.0474 -1.9239 0.000
H -1.5815 4.1699 -4.6221 0.052
H -0.6062 2.7429 -4.4415 0.018
Br -1.9585 -1.9029 -3.8995 0.684
C -3.1613 -1.0278 -2.6483 -0.728
C -3.4109 0.3591 -3.1566 -0.675
Br -4.5109 1.2999 -1.8434 0.665
H -2.7220 -0.9822 -1.6547 -0.039
H -4.0464 -1.6450 -2.5581 0.023
H -3.9493 0.3650 -4.0963 0.062
H -2.4799 0.9037 -3.2608 0.023
Br 5.0614 2.8660 6.9483 0.617
C 3.3127 2.0552 6.6312 -0.716
C 2.8076 2.5058 5.2882 -0.706
Br 1.1618 1.5393 4.9472 0.670
H 2.6466 2.3469 7.4287 0.055
H 3.5019 0.9895 6.6194 0.043
H 3.5252 2.3453 4.4917 0.054
H 2.6156 3.5756 5.3131 0.062
Br 1.4816 1.0772 -3.2976 0.709
C 1.9798 -0.7942 -3.1385 -0.693
C 2.3985 -1.2705 -4.4899 -0.724
Br 3.1012 -3.0791 -4.3923 0.628
H 1.1309 -1.3464 -2.7617 0.023
H 2.7742 -0.8898 -2.4041 -0.013
H 3.1996 -0.6761 -4.9205 0.050
H 1.5877 -1.1870 -5.2115 0.056
Br 0.6103 2.5211 0.7660 0.657
C 0.8172 0.5886 0.8028 -0.674
C -0.3021 0.0675 1.6547 -0.683
Br -2.0405 0.3974 0.8009 0.656
H 1.7886 0.2839 1.1724 0.043
H 0.7106 0.2263 -0.2161 0.027
H -0.3028 0.5487 2.6233 -0.032
H -0.3141 -1.0045 1.8320 0.019
Br 0.1303 -6.0674 0.6644 0.607
C -1.3233 -5.6273 -0.5574 -0.701
C -1.0064 -4.4113 -1.4123 -0.655
Br -0.8226 -2.7769 -0.3251 0.609
H -2.2627 -5.5718 -0.0194 0.012
H -1.4216 -6.4907 -1.2205 0.063
H -1.8238 -4.1745 -2.0850 0.001
H -0.0701 -4.5786 -1.9364 0.059

***

66
Properties=species:S:1:pos:R:3:lowdin_charge:R:1 method="wB97M-V/def2-TZVPD" orbital_gap_ev="4.250 / 3.032" total_charge=0 multiplicity=1
Sn -17.1398 2.0350 -12.9214 1.071
N -17.5666 -0.3111 -13.5934 -0.081
N -18.6629 -1.0051 -12.9089 -0.097
C -18.4139 -2.2068 -12.3078 -0.891
N -19.4873 -2.8782 -11.8193 0.082
S -16.7629 -2.6992 -12.1432 0.522
H -17.7323 -0.2722 -14.6258 0.103
H -16.7639 -0.9445 -13.5118 -0.023
H -19.6529 -0.7607 -13.1395 0.115
H -20.4578 -2.5627 -11.8754 0.091
H -19.2333 -3.6616 -11.2427 0.084
N -18.0061 1.1406 -11.0879 -0.105
C -17.8912 2.0924 -9.9528 -0.337
C -17.9461 3.5641 -10.3162 -0.260
N -16.8588 3.8476 -11.2638 -0.046
H -18.9640 0.8721 -11.2763 0.014
H -17.4510 0.2615 -10.9081 -0.014
H -16.9799 1.9153 -9.3641 -0.033
H -18.7077 1.9285 -9.1802 0.123
H -17.7641 4.0793 -9.3446 0.122
H -18.8847 3.9687 -10.7230 0.119
H -15.9370 3.8897 -10.8314 0.105
H -16.9974 4.7334 -11.7635 0.094
C -18.0845 5.2036 -16.4147 -0.210
Si -18.0190 3.3851 -15.8835 0.416
C -19.0322 2.2454 -17.0338 -0.200
C -16.1476 2.9578 -16.2461 -0.206
C -18.5084 3.2560 -14.0791 -0.443
H -17.9817 5.4216 -17.4832 0.027
H -17.2774 5.7339 -15.8685 0.032
H -19.0226 5.6982 -16.1483 0.020
H -19.6000 2.9079 -17.7573 0.040
H -19.6855 1.5340 -16.5016 0.014
H -18.3234 1.7183 -17.7091 0.023
H -15.9226 1.9656 -15.8675 -0.012
H -15.5106 3.6867 -15.7567 0.018
H -16.0539 2.9994 -17.3573 0.040
H -19.5253 2.8692 -13.9400 -0.014
H -18.4856 4.2944 -13.6909 -0.013
C -12.0161 0.3128 -12.0082 -0.042
C -12.7158 0.5176 -13.3702 -0.628
C -13.0270 -0.8480 -13.9396 -0.064
C -11.9901 1.4584 -14.3901 -0.036
C -14.0101 1.0976 -13.1595 -0.176
C -15.1124 1.6010 -13.0182 -0.175
H -11.1488 -0.3410 -12.0137 0.081
H -12.7315 -0.1724 -11.3403 0.061
H -11.6845 1.2200 -11.5384 0.077
H -12.1077 -1.4661 -14.0308 0.094
H -13.4714 -0.8171 -14.9339 0.086
H -13.6723 -1.3725 -13.1868 0.095
H -10.9547 1.0738 -14.5540 0.089
H -11.9526 2.5440 -14.0722 0.099
H -12.5719 1.4190 -15.3258 0.079
Br -16.6599 1.9173 -6.3338 0.675
C -14.8272 1.3427 -6.4672 -0.705
C -14.0024 1.7489 -5.3903 -0.144
C -12.6431 1.4883 -5.4492 -0.089
C -12.1279 0.7564 -6.5171 -0.113
C -12.8979 0.3829 -7.5776 -0.160
C -14.2985 0.6666 -7.5700 -0.709
I -15.4956 -0.1958 -9.0762 0.925
H -14.4874 2.1962 -4.5280 0.090
H -11.9496 1.8646 -4.6802 0.112
H -11.0861 0.4677 -6.5375 0.104
H -12.4739 -0.1376 -8.4439 0.089

***

61
Properties=species:S:1:pos:R:3:lowdin_charge:R:1 method="wB97M-V/def2-TZVPD" smiles="CCCCCCCCCCC[Si@](CCC)(CCC(=O)O)CC(=O)I" orbital_gap_ev=9.460 total_charge=0 multiplicity=1
C -4.9887 0.1959 -0.7214 -0.156
C -4.8258 0.8103 -2.2326 -0.254
C -3.2720 0.8759 -2.7825 -0.210
C -2.8469 2.4504 -2.9459 -0.218
C -1.5096 2.9026 -2.1130 -0.208
C -1.3467 2.2208 -0.6312 -0.225
C -0.9804 3.2886 0.5759 -0.192
C -0.6661 2.3502 1.9172 -0.218
C 0.9097 2.3597 2.3714 -0.222
C 1.8677 1.3389 1.4561 -0.233
C 1.8783 -0.1267 2.1904 -0.257
Si 1.8470 -1.6322 0.9495 0.604
C 0.5777 -2.9054 1.7428 -0.280
C -0.9301 -2.2842 1.9106 -0.293
C -1.9629 -2.6637 0.6720 -0.141
C 3.5468 -2.5361 0.9382 -0.270
C 4.7155 -1.8172 0.0423 -0.147
C 6.0817 -2.7614 0.2340 -0.262
O 5.9358 -4.0712 0.4875 -0.031
O 7.4244 -2.1097 0.1076 -0.016
C 1.1340 -1.2027 -0.7854 -0.264
C 2.1513 -0.3960 -1.7834 -0.711
O 3.0642 0.5144 -1.4378 -0.135
I 1.9250 -0.8540 -3.9560 0.701
H -5.9432 0.7276 -0.2468 0.081
H -4.0992 0.4217 0.0064 0.048
H -5.1910 -0.9620 -0.6986 0.076
H -5.3688 1.8544 -2.2501 0.101
H -5.4332 0.0865 -2.9588 0.110
H -3.2955 0.4128 -3.8808 0.111
H -2.5225 0.2154 -2.1733 0.104
H -3.7103 3.2059 -2.6706 0.107
H -2.6231 2.6391 -4.1024 0.114
H -0.5628 2.5713 -2.7500 0.112
H -1.4043 4.0834 -1.9935 0.118
H -0.4835 1.4232 -0.7141 0.078
H -2.3023 1.6275 -0.2589 0.097
H -1.9617 3.9506 0.7239 0.122
H -0.0273 3.9350 0.3648 0.114
H -1.0772 1.2450 1.8046 0.098
H -1.2763 2.8274 2.8193 0.111
H 0.9633 1.9273 3.4801 0.110
H 1.3295 3.4556 2.4042 0.109
H 1.3981 1.3566 0.3842 0.076
H 2.9510 1.8026 1.5203 0.118
H 0.8771 -0.1944 2.8269 0.075
H 2.7576 -0.1700 2.9614 0.095
H 1.0220 -3.3490 2.7319 0.092
H 0.5210 -3.7903 0.9505 0.091
H -1.3985 -2.8035 2.8761 0.114
H -0.9610 -1.1265 2.1114 0.074
H -2.5564 -3.6716 0.9027 0.090
H -1.4512 -2.7006 -0.3810 0.063
H -2.7741 -1.7928 0.6611 0.066
H 3.9457 -2.5695 2.0545 0.113
H 3.3637 -3.6437 0.6064 0.101
H 4.9118 -0.6872 0.2978 0.128
H 4.3930 -1.9593 -1.0983 0.129
H 7.2689 -1.3780 -0.5720 0.117
H 0.0995 -0.6756 -0.6290 0.087
H 0.8919 -2.2418 -1.3164 0.091

***

72
Properties=species:S:1:pos:R:3:lowdin_charge:R:1 method="wB97M-V/def2-TZVPD" orbital_gap_ev=8.519 total_charge=+1 multiplicity=1
C -0.7161 3.2544 0.4041 -0.038
C 0.8130 2.9576 0.1928 -0.411
O 1.5840 4.1342 0.1178 -0.015
C 0.9265 2.1154 -1.1097 -0.183
N 0.1447 0.8991 -0.8870 -0.060
C -0.2171 0.1713 -2.1148 -0.150
C -1.7510 0.3207 -2.2914 -0.125
O -2.4756 -0.7158 -1.5965 0.019
N -3.0689 -0.2914 -0.4610 0.027
C -2.5579 -0.4927 0.8050 -0.020
B -1.2238 -1.1833 1.3332 -0.573
N -0.7603 -0.8349 2.6631 0.195
O -0.5131 -2.1263 0.6120 0.084
C -3.4497 -0.0333 1.7330 0.043
N -4.4748 0.5162 0.9683 0.168
C -4.2607 0.3165 -0.3198 -0.187
C -5.2422 0.6955 -1.3933 0.003
C -5.5339 2.2596 -1.3543 -0.242
C -4.2237 3.1898 -1.6208 0.029
O -5.0049 2.9137 -0.2689 -0.106
H -1.1679 3.2799 -0.6020 0.057
H -1.1730 2.3837 0.8997 0.059
H -0.8947 4.1761 0.9728 0.083
H 1.1110 2.2598 1.0019 0.138
H 1.2413 4.7108 0.8124 0.091
H 1.9987 1.9128 -1.2913 0.078
H 0.5571 2.7144 -1.9598 0.135
H 0.5704 0.3036 -0.1899 0.095
H -0.0141 -0.8947 -1.9211 0.127
H 0.3153 0.5320 -3.0066 0.126
H -1.9541 0.1746 -3.3656 0.134
H -2.0062 1.3387 -1.9866 0.100
H -0.9846 0.1484 2.8148 0.074
H 0.2530 -0.9086 2.7160 0.096
H 0.3729 -1.7734 0.4638 0.105
H -3.3549 -0.0827 2.8098 0.146
H -5.3068 0.9628 1.3332 0.188
H -4.9310 0.4543 -2.4126 0.138
H -6.2251 0.2735 -1.1268 0.140
H -6.4831 2.6012 -1.7920 0.150
H -3.7180 2.2470 -2.0154 0.042
H -3.3500 3.4305 -0.9894 0.107
C 6.4306 3.2224 -3.2182 -0.216
C 5.2097 2.9228 -4.0960 -0.212
C 4.6382 1.5744 -3.6420 -0.216
S 5.0708 1.4062 -1.9068 0.680
O 5.9819 0.3024 -1.7632 -0.306
O 3.8736 1.5137 -1.1007 -0.348
C 5.9945 2.9310 -1.7860 -0.224
H 6.7667 4.2521 -3.3310 0.118
H 7.2570 2.5649 -3.4980 0.122
H 4.4609 3.7060 -3.9565 0.117
H 5.4681 2.9029 -5.1540 0.116
H 3.5557 1.5369 -3.7464 0.095
H 5.0914 0.7439 -4.1808 0.107
H 6.8274 2.8017 -1.0983 0.111
H 5.3170 3.7010 -1.4153 0.110
C -1.0262 -6.1951 4.7523 -0.219
C 0.4940 -5.9992 4.7697 -0.212
C 0.9469 -5.7922 3.3193 -0.215
S -0.4510 -5.0658 2.4551 0.696
O -0.9181 -6.0000 1.4641 -0.305
O -0.1534 -3.6900 2.1184 -0.332
C -1.5764 -5.0988 3.8458 -0.230
H -1.4531 -6.1374 5.7529 0.117
H -1.2671 -7.1770 4.3385 0.122
H 0.7400 -5.1148 5.3621 0.117
H 1.0050 -6.8478 5.2226 0.117
H 1.7973 -5.1175 3.2523 0.102
H 1.1850 -6.7378 2.8347 0.107
H -2.5877 -5.2958 3.4956 0.107
H -1.5297 -4.1238 4.3328 0.106

***

76
Properties=species:S:1:pos:R:3:lowdin_charge:R:1 method="wB97M-V/def2-TZVPD" orbital_gap_ev=5.848 total_charge=-1 multiplicity=1
C -5.5289 4.0928 -1.5015 -0.060
C -4.5389 3.4478 -1.7765 -0.283
P -3.0939 2.4161 -2.4521 0.416
O -4.2256 1.4392 -3.3467 -0.344
C -4.7317 0.4300 -2.4846 -0.237
C -3.5218 0.0771 -1.6548 -0.442
C -3.5077 -1.1523 -0.7849 -0.200
O -4.6781 -1.2822 0.0107 -0.124
O -4.4619 -2.3754 0.9072 -0.053
O -3.1427 1.2941 -1.0767 -0.287
H -6.2619 4.8649 -1.4787 -0.023
H -2.9958 3.3999 -3.5067 -0.044
H -2.1813 3.2419 -1.6702 -0.025
H -1.9357 1.7613 -3.0144 -0.094
H -5.2157 -0.3910 -3.0264 0.117
H -5.5287 0.9004 -1.8920 0.111
H -2.7695 -0.1658 -2.4292 0.091
H -2.6315 -1.0855 -0.1301 -0.002
H -3.3637 -2.0284 -1.4369 0.127
H -4.3703 -3.1369 0.3145 0.080
Br -0.3900 -1.4797 0.6035 0.769
C 0.1854 -3.0577 1.5794 -0.709
C -0.3270 -3.0509 2.9946 -0.686
Br 0.6779 -1.8286 4.1268 0.597
H 1.2668 -3.0916 1.5232 0.001
H -0.2305 -3.9008 1.0297 0.039
H -0.2005 -4.0330 3.4465 0.048
H -1.3683 -2.7489 3.0557 0.054
Br 1.3996 2.2538 4.8607 0.591
C 3.1510 1.8282 4.1349 -0.704
C 3.2682 2.2008 2.6815 -0.724
Br 2.3266 0.9418 1.5394 0.632
H 3.3078 0.7675 4.3060 0.043
H 3.8587 2.4037 4.7271 0.025
H 4.3099 2.1648 2.3695 0.052
H 2.8598 3.1832 2.4690 -0.006
Br 1.5932 -5.0986 -1.6345 0.641
C 2.1355 -6.7308 -0.7265 -0.705
C 1.6533 -6.7472 0.6983 -0.688
Br 2.7323 -5.5838 1.8263 0.651
H 3.2164 -6.7941 -0.8038 0.044
H 1.6839 -7.5453 -1.2886 0.056
H 1.7593 -7.7376 1.1301 0.008
H 0.6244 -6.4150 0.7951 0.048
Br 6.1999 -9.1205 -0.0431 0.608
C 5.1897 -9.2654 1.6113 -0.695
C 4.4244 -10.5608 1.6886 -0.686
Br 2.8475 -10.5294 0.5508 0.629
H 4.5418 -8.3947 1.6587 0.023
H 5.9257 -9.2131 2.4102 0.060
H 4.0530 -10.7191 2.6987 0.059
H 5.0131 -11.4182 1.3799 0.049
Br 3.2682 1.6771 -4.0405 0.573
C 2.1587 1.3862 -2.4612 -0.698
C 1.4508 0.0601 -2.5051 -0.695
Br -0.0725 0.1003 -3.7119 0.684
H 1.4660 2.2204 -2.4065 0.058
H 2.8449 1.4229 -1.6181 0.022
H 1.0358 -0.1669 -1.5259 -0.015
H 2.0997 -0.7508 -2.8223 0.047
Br 5.0291 5.2096 3.9407 0.642
C 4.2256 6.6865 2.9597 -0.683
C 2.8844 7.0757 3.5215 -0.697
Br 1.4827 5.8303 3.0169 0.652
H 4.1664 6.3776 1.9211 0.054
H 4.9311 7.5087 3.0568 0.054
H 2.5766 8.0360 3.1133 0.056
H 2.8870 7.1254 4.6057 0.049
Br -3.6940 6.3889 -3.2181 0.692
C -4.4605 7.9739 -4.0334 -0.717
C -5.8297 8.2766 -3.4829 -0.708
Br -7.1863 7.0800 -4.1993 0.593
H -4.4720 7.8091 -5.1065 0.044
H -3.7804 8.7917 -3.8002 0.048
H -6.1482 9.2771 -3.7700 0.047
H -5.8671 8.1768 -2.4028 0.047

***

Number 1: E -5022.9077 a.u.. Number 2: E -48459.0227 a.u.. Number 3: E -4793.3792 a.u.. Number 4: E -1558.7440 a.u.. Number 5: E -2388.4977 a.u.. Number 6: E -37425.0803 a.u..